Density functional theory data (wB97M-V/def2-TZVPD) for 25 unconnected molecules or ions with the total composition C7H59BFO25P in a non-equilibrium geometry.

Positions of all 94 atoms, in Å:
C1 2.147 -3.156 1.510
C2 1.669 -1.811 1.500
B1 0.997 -0.300 1.784
C3 1.874 0.994 2.295
C4 2.391 1.996 1.104
O1 2.788 1.642 -0.121
F1 2.465 3.463 1.458
P1 -0.933 -0.222 1.495
C5 -1.283 -0.191 -0.412
C6 -1.542 1.381 2.346
C7 -1.900 0.954 3.922
H1 2.134 -4.346 1.605
H2 2.827 0.616 2.904
H3 1.263 1.677 3.060
H4 -0.309 0.114 -1.027
H5 -1.571 -1.285 -0.792
H6 -2.218 0.482 -0.694
H7 -0.725 2.249 2.369
H8 -2.517 1.729 1.754
H9 -2.047 1.949 4.559
H10 -0.948 0.372 4.347
H11 -2.837 0.236 3.982
O2 -2.427 1.340 -2.907
H12 -1.602 1.781 -2.652
H13 -2.381 1.299 -3.874
O3 1.075 -4.517 4.601
H14 1.353 -4.030 5.391
H15 1.062 -3.845 3.903
O4 2.670 -2.779 -1.691
H16 3.398 -2.162 -1.859
H17 2.822 -3.078 -0.781
O5 2.070 2.669 -2.871
H18 2.798 3.286 -3.039
H19 2.222 2.370 -1.962
O6 0.402 -3.430 7.748
H20 0.908 -4.097 8.235
H21 -0.520 -3.710 7.856
O7 1.602 4.679 -0.968
H22 2.108 4.011 -0.482
H23 0.680 4.398 -0.860
O8 -3.596 2.929 -5.243
H24 -4.367 2.735 -4.690
H25 -3.846 3.734 -5.719
O9 -6.529 1.841 -4.093
H26 -6.023 1.173 -3.607
H27 -7.450 1.561 -3.985
O10 -4.597 0.066 -4.746
H28 -4.731 0.745 -5.424
H29 -3.724 -0.301 -4.952
O11 -0.233 6.659 0.363
H30 0.345 7.404 0.587
H31 0.337 6.065 -0.147
O12 3.283 -5.713 -0.038
H32 4.197 -5.610 -0.343
H33 2.869 -6.263 -0.720
O13 3.494 0.011 -2.539
H34 2.638 0.009 -2.993
H35 3.317 0.475 -1.707
O14 4.982 -3.471 -3.764
H36 4.793 -3.299 -4.698
H37 4.173 -3.194 -3.307
O15 -4.212 -0.718 5.051
H38 -3.706 -1.386 5.537
H39 -5.133 -0.999 5.159
O16 5.903 -6.084 -2.392
H40 5.769 -5.405 -3.070
H41 6.776 -6.450 -2.598
O17 -9.317 0.519 -5.461
H42 -8.403 0.622 -5.766
H43 -9.731 -0.032 -6.143
O18 -3.686 2.107 -8.096
H44 -3.488 2.329 -7.174
H45 -2.819 1.905 -8.478
O19 -2.819 4.049 3.868
H46 -2.541 4.536 4.658
H47 -2.832 4.721 3.171
O20 5.291 2.369 -3.182
H48 6.045 2.096 -3.725
H49 4.771 1.558 -3.079
O21 4.223 -1.244 2.336
H50 4.088 -0.565 1.658
H51 5.096 -1.611 2.130
O22 6.407 -2.544 3.566
H52 6.914 -3.212 4.053
H53 5.486 -2.824 3.674
O23 -1.286 5.206 -2.790
H54 -1.088 5.427 -1.867
H55 -0.419 5.003 -3.172
O24 3.172 -6.411 5.463
H56 2.530 -5.685 5.439
H57 3.205 -6.724 4.546
O25 -7.490 -0.484 5.213
H58 -8.262 -0.678 5.766
H59 -7.741 0.322 4.736

charge: 0
HOMO-LUMO gap: 0.255 Eh

These are the Mulliken partial charges, in e, on atoms 1 to 6: number 1, C, carries -1.151; number 2, C, carries 0.672; number 3, B, carries -0.141; number 4, C, carries -0.384; number 5, C, carries 0.464; number 6, O, carries -0.474